[1]
Entry from the Open Molecules 2025 dataset: a molecular structure, C34H35IInN6O3SSi at a distorted geometry (wB97M-V/def2-TZVPD).

```
82
Properties=species:S:1:pos:R:3:forces:R:3
In 0.39727 0.03965 -0.13432 -0.7906 0.4871 0.3466
C -0.83874 0.72786 4.17582 0.0937 -0.1558 0.1233
C -1.73163 1.84722 4.11090 0.0267 0.0783 -0.1611
C -2.02404 2.42118 2.93636 0.0655 -0.0844 0.0727
C -1.41538 1.95593 1.62847 0.1417 0.0978 0.1973
N -0.54677 0.78434 1.78338 0.1837 -0.0093 -0.5514
C -0.33754 0.25671 3.00091 -0.0598 0.0218 0.0701
N -2.54187 1.79727 0.72320 -0.2461 -0.0261 -0.1558
C -2.71811 0.81893 -0.06662 0.0174 0.4219 0.2707
N -1.88313 -0.24184 -0.39023 0.3741 -0.4731 -0.1488
C -2.47684 -1.01172 -1.31843 0.2811 -0.1999 -0.0606
N -2.02098 -2.07062 -1.92899 -0.2489 0.2649 -0.1404
C -0.94615 -2.79892 -1.49555 0.0046 -0.2989 0.2935
C -0.39800 -3.72560 -2.40981 0.1057 0.0391 0.0450
C 0.51930 -4.65073 -1.97506 -0.0797 0.0976 -0.0169
C 0.87665 -4.66978 -0.62767 0.1374 -0.0004 0.0154
C 0.35543 -3.68556 0.18472 0.0259 -0.1063 0.0034
N -0.51433 -2.75772 -0.21549 0.0667 0.3152 -0.2420
C -3.81245 -0.45606 -1.64414 -0.1967 0.2623 0.1758
C -4.81164 -0.88940 -2.49328 0.0740 -0.0530 -0.0223
C -5.99331 -0.15772 -2.52565 -0.0171 -0.0754 -0.0272
C -6.16254 0.96286 -1.71729 -0.0195 0.0191 -0.0025
C -5.14824 1.39746 -0.87064 0.0189 0.1071 0.0685
C -3.97219 0.67555 -0.85102 -0.0715 -0.3848 -0.3347
H -0.60852 0.24768 5.11582 0.0016 -0.0851 -0.0547
H -2.18889 2.21209 5.02466 -0.0510 0.0438 -0.0388
H -2.73184 3.23315 2.84503 -0.0094 0.0118 0.0319
H 0.28521 -0.63072 3.00548 -0.0654 0.0321 0.1004
H -0.73728 -3.68994 -3.43553 -0.0203 0.0005 -0.0008
H 0.95258 -5.36069 -2.67003 -0.0403 -0.0266 0.0016
H 1.57187 -5.40177 -0.23933 0.0014 0.0350 0.0414
H 0.64438 -3.63713 1.23097 0.0252 0.0229 -0.0117
H -4.67004 -1.77278 -3.10254 0.0084 -0.0013 -0.0007
H -6.79775 -0.47066 -3.18039 -0.0111 0.0120 0.0112
H -7.10593 1.49498 -1.74346 0.0265 0.0401 -0.0246
H -5.27087 2.27015 -0.24216 0.0334 -0.0059 0.0238
C 4.31086 0.26072 3.45538 -0.0255 0.0039 -0.0708
C 3.62004 -0.91794 3.23516 -0.0035 0.0116 0.0527
C 2.60754 -0.91789 2.29317 0.0718 0.0674 0.0656
N 2.26404 0.16731 1.60706 -0.0359 -0.3724 -0.3011
C 2.94679 1.28970 1.79594 -0.0880 0.0307 0.0186
C 3.97653 1.38382 2.71481 0.0025 0.0314 0.0703
H 5.10874 0.30136 4.18579 0.0112 0.0038 -0.0070
H 3.87051 -1.82116 3.77352 -0.0399 -0.0239 -0.0215
H 2.04853 -1.81621 2.06043 0.0798 -0.0678 0.0321
H 2.65662 2.12765 1.17346 0.0325 0.0397 0.0335
H 4.50527 2.31727 2.84876 -0.0164 0.0136 -0.0411
C 1.58127 2.93032 -2.50526 -0.0183 -0.4199 0.2448
Si 0.54858 1.33079 -2.41042 -0.4074 0.2146 -0.3865
C 1.05288 0.07297 -3.73868 -0.0493 0.1785 0.3590
C -1.22394 1.85876 -2.89247 0.2315 -0.1551 0.3336
H 1.70567 3.24088 -3.54577 -0.0685 -0.0500 -0.0379
H 2.56658 2.76801 -2.07143 0.0568 0.0421 -0.0095
H 1.09144 3.74684 -1.96932 -0.0447 -0.0168 0.0165
H 1.18607 0.52184 -4.72569 -0.0587 0.0989 0.0151
H 0.28458 -0.70143 -3.80360 -0.0436 0.0176 -0.0059
H 1.97847 -0.41113 -3.45691 0.1697 -0.1249 -0.1032
H -1.22193 2.52552 -3.75825 0.0877 -0.0065 -0.0329
H -1.72269 2.37959 -2.07038 -0.0213 0.0547 -0.0443
H -1.82528 0.98015 -3.13831 -0.0115 0.0259 -0.0203
I -1.35251 4.97082 0.70972 0.0053 -0.0004 -0.0498
C -0.47271 3.04329 1.05386 -0.1216 -0.0744 -0.0090
H -0.09095 2.72740 0.08316 0.0460 0.0969 -0.0142
H 0.34441 3.21233 1.74921 -0.0185 0.0174 0.0114
C 6.14218 -2.86956 -5.98053 -0.0638 0.0499 0.1211
C 5.36834 -2.35105 -4.79676 0.0269 0.0533 -0.0298
C 4.64023 -3.21468 -3.98415 0.0096 -0.0185 0.0432
C 3.98321 -2.74490 -2.85788 -0.0828 0.0094 -0.0142
C 4.03975 -1.39648 -2.54602 -0.1551 -0.1575 0.1777
C 4.74353 -0.51826 -3.35204 -0.0677 0.1376 0.0940
C 5.40132 -0.99697 -4.47325 0.0140 -0.1195 -0.0152
S 3.33161 -0.84434 -1.00166 1.1704 0.0524 -0.4063
O 4.30865 -1.27080 -0.02462 -0.1392 -0.1644 0.1459
O 3.18410 0.59700 -1.12003 -0.0192 0.0416 -0.1328
O 2.02682 -1.53706 -0.87457 -0.2501 0.1776 0.2434
H 5.69588 -3.78409 -6.36986 0.0247 -0.0044 -0.0423
H 7.17052 -3.09197 -5.68636 0.0123 -0.0299 -0.0578
H 6.17587 -2.12581 -6.77643 0.0137 -0.0365 -0.0446
H 4.60052 -4.26975 -4.23115 -0.0229 -0.0038 -0.0019
H 3.41250 -3.40145 -2.21239 0.0164 -0.0796 -0.0559
H 4.75713 0.53235 -3.09042 0.0227 -0.0075 -0.0319
H 5.95783 -0.31679 -5.10797 -0.0182 0.0393 0.0115
```
Positions in Å, forces in eV/Å.

Properties
Maximum force, hartree/bohr: 0.02411
Lowest unoccupied orbital energy, eV: 2.38
Energy above the lowest of the compared OMol25 structures with the same formula, charge and spin, kcal per mole: 41.30
DFT total energy, hartree: -3046.5253
Charge: -1

Atom charges from the Löwdin analysis, given in e for atoms 1 to 6: atom 1 (In): 0.87, atom 2 (C): -0.13, atom 3 (C): -0.13, atom 4 (C): -0.09, atom 5 (C): -0.60, atom 6 (N): -0.04


[2]
Entry from the Open Molecules 2025 dataset: a molecular structure, C69H60BiCl2FN8O3P2S2Te at a distorted geometry (wB97M-V/def2-TZVPD).

```
149
Properties=species:S:1:pos:R:3:forces:R:3
Bi 0.05460 1.38997 0.62656 -0.6239 -0.1877 0.9402
C -1.57232 7.16833 -2.01367 0.0205 -0.0755 -0.0111
C -0.32793 6.37758 -2.40863 -0.1038 -0.0384 0.0574
N -0.59580 4.94644 -2.51679 -0.0503 0.0378 0.0681
C -0.77460 4.42958 -3.86977 0.1676 -0.0089 0.1266
C 0.55342 4.22405 -4.59069 -0.0671 -0.0481 0.0568
C -0.65617 4.19556 -1.38449 -0.0020 -0.0465 0.0393
S -1.08167 2.50629 -1.55138 -0.0975 0.2552 -0.3770
N -0.32165 4.81409 -0.26766 -0.1254 0.1794 0.0270
C -0.79249 4.50723 0.96898 0.1768 -0.2721 -0.1952
O -1.78051 3.82468 1.23391 0.0004 0.0787 -0.0387
C 0.00646 5.10084 2.10184 -0.1724 0.2798 0.0458
C 0.82848 6.20883 1.92453 -0.0603 0.0544 0.0394
C 1.49421 6.76410 3.00916 -0.1545 0.0712 0.0423
C 1.34535 6.21060 4.27492 -0.2303 0.1124 -0.0587
C 0.54231 5.08909 4.45055 -0.1039 0.0813 -0.0303
C -0.12899 4.53735 3.36826 -0.1429 0.0705 0.0405
H -1.36562 8.24244 -2.02158 -0.0166 -0.0439 0.0087
H -1.88881 6.87728 -1.01106 0.0018 0.0220 -0.0463
H -2.39230 6.96489 -2.70826 0.0295 0.0428 0.0270
H 0.45587 6.53066 -1.67016 0.0664 0.0025 -0.0055
H 0.03920 6.71626 -3.37926 0.0211 -0.0422 -0.0005
H -1.40140 5.14271 -4.41448 -0.0559 -0.0191 0.0137
H -1.30644 3.48572 -3.80870 -0.0814 -0.0093 -0.0178
H 1.09355 5.16825 -4.70543 0.0047 -0.0587 -0.0099
H 0.37746 3.79886 -5.58283 0.0399 0.0436 0.0226
H 1.17568 3.52774 -4.02638 0.0309 -0.0243 -0.0063
H 0.93263 6.62621 0.93117 0.0389 -0.0289 0.0155
H 2.13229 7.62921 2.87028 0.0062 -0.0267 -0.0266
H 1.85963 6.65122 5.12164 0.0323 -0.0291 0.0033
H 0.43600 4.64172 5.43210 0.0225 -0.0263 -0.0252
H -0.74645 3.65351 3.48078 0.0469 0.0661 0.0369
S 1.13787 -0.14279 -1.04847 0.4077 0.1958 -0.3363
C 1.97606 1.20220 -1.95868 -0.3042 -0.4473 0.0834
N 2.11824 1.16302 -3.25471 0.1003 0.3396 0.0616
N 1.47944 0.18436 -3.94166 0.1382 -0.1065 -0.0952
C 1.59537 0.08798 -5.30426 0.0674 0.1252 0.1727
C 0.84286 -0.87623 -5.99422 0.0085 -0.0210 -0.0912
C 0.93764 -0.98257 -7.37107 -0.0132 -0.0030 0.0916
C 1.77763 -0.14511 -8.09896 0.0317 0.0278 -0.0381
C 2.52904 0.80529 -7.41483 -0.0580 -0.0516 0.0680
C 2.44814 0.93091 -6.03640 -0.0048 0.0074 0.0029
N 2.50812 2.25082 -1.29824 0.2928 0.1995 -0.0975
N 2.13671 2.39716 -0.03970 0.0562 -0.2742 -0.0048
C 2.87733 3.28722 0.72619 0.0687 0.1081 -0.0594
C 3.95965 4.02835 0.21789 -0.1472 -0.0738 -0.0366
C 4.69100 4.85759 1.05260 -0.0885 0.0412 0.1140
C 4.36852 4.98174 2.40119 0.0832 -0.0793 -0.1041
C 3.29375 4.25834 2.90582 0.1520 -0.3019 0.0516
C 2.55685 3.42091 2.08776 0.1354 -0.1972 -0.0450
H 0.87712 -0.45533 -3.44153 -0.1571 -0.0936 0.0619
H 0.18920 -1.53487 -5.43251 -0.0044 0.0270 -0.0111
H 0.34367 -1.73228 -7.88327 0.0130 0.0103 0.0241
H 1.84792 -0.23602 -9.17649 -0.0025 0.0083 0.0322
H 3.19474 1.46172 -7.96585 -0.0204 -0.0078 0.0309
H 3.03134 1.66471 -5.49672 -0.0290 -0.0127 -0.0381
H 4.20048 3.92032 -0.83012 0.0414 0.0107 0.0090
H 5.52882 5.41642 0.64989 0.0064 -0.0090 -0.0372
H 4.95523 5.61847 3.05308 -0.0190 0.0310 -0.0175
H 3.02371 4.34414 3.95234 0.1222 -0.1150 -0.1623
H 1.73321 2.84491 2.50570 0.1657 0.0196 0.0238
Te -0.06942 -2.94640 -2.47320 -0.3787 -0.4302 0.0104
C -1.19420 -4.36303 -3.63214 0.0920 0.0031 0.0846
C -1.82189 -3.98250 -4.81106 0.0395 0.1019 -0.0441
C -2.54540 -4.92430 -5.53039 0.0115 -0.2025 0.0412
N -2.66771 -6.20364 -5.16969 0.0662 0.1053 0.0755
C -2.04602 -6.56852 -4.04466 -0.0683 0.0810 -0.1502
C -1.30964 -5.69805 -3.25481 0.0076 -0.0005 -0.0081
C -1.59677 -2.60325 -1.00339 0.6016 0.8037 0.0206
P -1.25892 -3.04965 0.74565 -0.2609 -0.3943 -0.0523
C 0.34772 -3.96563 0.76622 -0.0232 0.1088 -0.1882
C 1.46335 -3.26459 1.22036 -0.0243 0.1129 -0.0491
C 2.72729 -3.84667 1.18227 -0.0271 -0.0101 0.0102
C 2.88353 -5.14062 0.70923 -0.0331 -0.0013 0.0088
C 1.77043 -5.86186 0.28918 -0.0252 0.0118 0.0195
C 0.51428 -5.27784 0.31957 0.0149 0.0225 0.1160
C -2.36182 -4.53140 0.96144 -0.1389 0.1359 -0.1093
C -3.09432 -5.12363 -0.06779 0.0246 0.0090 0.0487
C -3.94921 -6.19118 0.18790 0.0491 0.0235 0.0317
C -4.09449 -6.67585 1.48066 0.0275 0.0148 -0.0407
C -3.37385 -6.09175 2.51647 0.0419 0.0248 -0.0198
C -2.51969 -5.02913 2.25716 0.0276 -0.0148 -0.0181
P -2.24716 -0.97268 -1.36700 -0.6257 -0.7987 -0.3202
C -3.91387 -0.71690 -0.62739 0.1572 0.0018 0.1814
C -4.54417 -1.61734 0.22584 -0.0054 0.1094 -0.0955
C -5.80535 -1.33545 0.73897 0.0257 -0.0202 -0.0244
C -6.44131 -0.14447 0.41812 0.0144 -0.0582 0.0106
C -5.80739 0.76934 -0.41470 0.0389 -0.0096 -0.0486
C -4.55325 0.48488 -0.93357 0.0672 -0.0204 0.0363
C -2.88070 -1.17487 -3.12796 0.0460 0.1011 0.0729
C -2.30344 -0.40390 -4.13661 0.0388 0.0409 0.0967
C -2.80849 -0.42469 -5.43293 -0.0220 -0.0246 0.0106
C -3.91900 -1.20461 -5.72994 0.0282 -0.0107 0.0522
C -4.50767 -1.97345 -4.73122 0.0022 0.0233 -0.0009
C -3.98780 -1.96402 -3.44423 0.0508 0.0241 -0.0062
H -1.76628 -2.95816 -5.16523 -0.0526 -0.0749 0.0362
H -3.06236 -4.63805 -6.44208 0.0417 0.0293 0.0256
H -2.14191 -7.61525 -3.76971 0.0078 0.0364 0.0372
H -0.82513 -6.06069 -2.35859 0.0022 -0.0137 0.0628
H 1.33867 -2.25075 1.59289 0.0461 0.0268 -0.0314
H 3.58830 -3.28140 1.51951 -0.0236 0.0128 0.0069
H 3.86737 -5.59478 0.67390 -0.0141 0.0231 0.0047
H 1.88556 -6.87843 -0.07081 -0.0066 0.0176 0.0137
H -0.35260 -5.84820 0.01227 -0.0260 -0.0325 -0.0959
H -2.99298 -4.73615 -1.07602 -0.0149 -0.0004 0.0154
H -4.49995 -6.64454 -0.62848 -0.0098 0.0243 0.0063
H -4.76819 -7.50037 1.68219 0.0095 0.0023 -0.0015
H -3.48678 -6.46019 3.52985 0.0151 0.0147 -0.0165
H -1.96230 -4.56861 3.06786 -0.0495 -0.0166 -0.0088
H -4.05051 -2.53847 0.49621 -0.0052 -0.1003 0.0058
H -6.28922 -2.05296 1.39294 0.0315 0.0299 -0.0043
H -7.42359 0.07243 0.82250 0.0268 0.0152 -0.0059
H -6.28556 1.71247 -0.65251 0.0179 -0.0178 0.0032
H -4.04458 1.20856 -1.56336 -0.0498 0.0055 0.0216
H -1.45144 0.22649 -3.89383 -0.0453 -0.0168 -0.0336
H -2.33437 0.16891 -6.20646 0.0026 -0.0028 0.0387
H -4.32298 -1.21650 -6.73604 0.0019 0.0037 0.0171
H -5.37365 -2.58577 -4.95851 0.0356 -0.0074 0.0115
H -4.44416 -2.57620 -2.67408 -0.0231 0.0397 0.0135
F -1.71348 -0.06523 0.76447 0.5994 0.3705 -0.0339
Cl 3.31033 -3.22719 6.96862 -0.0815 0.1129 -0.0011
C 4.39712 -2.34206 5.93766 -0.0494 0.0090 -0.1150
C 5.72752 -2.73358 5.96026 0.0213 0.0043 0.0211
C 6.63000 -2.20528 5.05712 0.0407 -0.0331 0.0041
C 6.18610 -1.28737 4.11764 0.0839 -0.0080 -0.0296
C 4.87023 -0.87445 4.12123 -0.0987 0.0907 0.0895
Cl 4.36502 0.29391 2.94982 -0.0235 0.0267 -0.0310
C 3.92050 -1.35930 5.05022 0.0351 0.0402 0.0533
N 2.61673 -0.91749 4.97462 -0.1451 -0.1571 0.0622
C 1.72688 -0.62990 6.03506 0.1880 0.0062 -0.0055
C 2.18955 -0.25125 7.29091 0.0633 -0.0170 -0.0314
C 1.29677 0.06098 8.30454 -0.0216 -0.0089 -0.0008
C -0.06769 0.02116 8.06262 -0.0418 -0.0279 -0.0019
C -0.52784 -0.32543 6.79791 0.0609 -0.0135 0.0402
C 0.34775 -0.65981 5.77487 0.0182 -0.0234 -0.0757
C -0.13173 -0.96901 4.38600 0.0229 0.1734 -0.0644
C 0.22689 0.19672 3.44158 0.1862 0.1087 0.0816
O -0.18863 1.33108 3.71228 0.0397 -0.3323 -0.2424
O 0.99333 -0.11125 2.46056 -0.2042 0.1858 -0.0225
H 6.03527 -3.48562 6.67482 -0.0403 0.0047 -0.0125
H 7.66445 -2.52561 5.06746 -0.0414 0.0238 -0.0015
H 6.85941 -0.87311 3.37799 -0.0409 -0.0003 0.0332
H 2.34476 -0.54637 4.06814 0.0035 -0.0531 -0.0557
H 3.25698 -0.18399 7.46495 0.0004 -0.0370 0.0016
H 1.67224 0.35211 9.27870 0.0010 -0.0105 -0.0183
H -0.77357 0.26711 8.84754 0.0313 0.0149 -0.0217
H -1.59204 -0.33403 6.59211 0.0301 0.0067 -0.0202
H -1.21552 -1.07811 4.35139 -0.0179 -0.0297 0.0862
H 0.33398 -1.87598 3.99992 -0.0394 -0.0581 0.0218
```
Positions in Å, forces in eV/Å.

Properties
Maximum force, hartree/bohr: 0.02224
Lowest unoccupied orbital energy (spin up / spin down), eV: 3.02 / 3.69
Energy above the lowest of the compared OMol25 structures with the same formula, charge and spin, kcal per mole: 0.00
DFT total energy, hartree: -6311.2162
Charge: -2

Atom charges from the Löwdin analysis, given in e for atoms 1 to 6: atom 1 (Bi): 1.55, atom 2 (C): -0.08, atom 3 (C): -0.22, atom 4 (N): -0.13, atom 5 (C): -0.25, atom 6 (C): -0.07